[1]
The following is a DFT calculation (ωB97M-V/def2-TZVPD) of a structure of composition C25H43F3HoO3P2S.

Structure (ORCA input):
```
! wB97M-V def2-TZVPD RIJCOSX def2/J DEFGRID3
* xyz 1 5
Ho -0.2686 -0.3715 0.8017
C -1.8422 1.4750 1.1368
C -1.6132 1.3947 -0.2677
C -2.6000 -0.5914 0.4055
C -2.4440 0.2421 1.5643
C -2.1101 0.1377 -0.7329
C -1.6816 2.7373 1.9077
H -0.9923 3.4210 1.3965
H -1.3070 2.5614 2.9190
H -2.6525 3.2533 1.9823
C -2.6534 -0.1996 2.9721
H -2.2645 0.5438 3.6798
H -2.1514 -1.1665 3.1725
H -3.7217 -0.3447 3.1763
C -2.9149 -2.0483 0.4356
H -3.9765 -2.2431 0.6266
H -2.3467 -2.5478 1.2398
H -2.6641 -2.5158 -0.5265
C -2.1889 -0.2612 -2.1631
H -3.1896 -0.0570 -2.5846
H -1.9854 -1.3305 -2.2957
H -1.4606 0.2920 -2.7651
C -1.2686 2.5695 -1.1218
H -2.1953 3.0378 -1.4922
H -0.6586 2.2952 -1.9893
H -0.7237 3.3343 -0.5610
C 3.2295 0.5076 0.4120
C 2.6116 1.6802 0.2029
C 2.4127 2.4408 -1.0697
C 2.5022 1.6452 -2.3903
C 1.5143 0.5418 -2.4959
C 1.5986 -0.7019 -1.9867
C 2.7598 -1.3716 -1.3083
C 3.7913 -0.4804 -0.5766
H 3.1031 3.2966 -1.1154
H 3.5260 1.3017 -2.5584
H 1.4252 2.9170 -1.0165
H 4.4795 -0.0037 -1.2914
H 3.2642 0.1379 1.4559
H 2.1821 2.1739 1.0862
H 4.4179 -1.1660 0.0242
H 2.3788 -2.0938 -0.5661
H 0.7552 -1.3787 -2.1823
H 3.2827 -2.0040 -2.0528
H 2.2545 2.3465 -3.2027
H 0.5994 0.8030 -3.0369
P 5.4704 -3.3252 -3.1619
P 4.4805 -5.3297 -5.1690
C 6.8221 -4.0959 -4.2379
C 6.3377 -5.4090 -4.8301
H 7.6997 -4.2627 -3.5988
H 7.0915 -3.3569 -5.0101
H 6.8494 -5.6133 -5.7778
H 6.5092 -6.2601 -4.1558
C 4.3587 -7.0816 -5.6961
H 3.3700 -7.2320 -6.1450
H 4.4758 -7.7346 -4.8215
H 5.1369 -7.3123 -6.4376
C 4.6744 -4.6256 -6.8581
H 5.4550 -5.1772 -7.3992
H 4.9350 -3.5619 -6.8107
H 3.7177 -4.7520 -7.3783
C 6.3487 -3.5987 -1.5605
H 5.8381 -3.0566 -0.7541
H 7.3906 -3.2632 -1.6504
H 6.3316 -4.6756 -1.3446
C 5.9374 -1.5727 -3.5199
H 5.6888 -1.3676 -4.5688
H 7.0138 -1.4317 -3.3653
H 5.3674 -0.8907 -2.8777
F 1.2131 2.0315 5.9762
C 0.6438 1.8334 4.7730
F -0.6915 1.6586 4.9575
F 0.8129 2.9475 4.0156
S 1.3862 0.3786 3.8908
O 2.7446 0.7815 3.5745
O 1.1187 -0.7599 4.7308
O 0.5393 0.3290 2.6298
*
```

## Properties
Energy relative to the best compared isomer or geometry (same formula, charge and spin) = 0.00 kcal per mole
<S²> = 6.005
Electronic energy = -96122.1381 eV
HOMO energy (alpha / beta) = -9.55 / -9.55 eV
Strongest force on any atom = 2.8 eV/A


[2]
The following is a DFT calculation (ωB97M-V/def2-TZVPD) of a structure of composition C25H43NO3P3Re.

Structure (ORCA input):
```
! wB97M-V def2-TZVPD RIJCOSX def2/J DEFGRID3
* xyz 3 2
Re -0.2424 -0.4673 -0.2250
C -2.0942 -3.5727 -0.1872
P -1.1166 -2.4082 -1.1681
C -2.1795 -2.0650 -2.6013
C 0.3249 -3.2959 -1.8129
C 0.2947 -4.6637 -2.0653
C 1.3994 -5.2950 -2.6204
C 2.5405 -4.5652 -2.9246
C 2.5820 -3.2003 -2.6778
C 1.4791 -2.5554 -2.1242
P 1.4603 -0.7608 -1.8666
C 3.1534 -0.2275 -1.5197
C 1.0602 0.0390 -3.4447
H -2.4726 -4.3772 -0.8183
H -2.9557 -3.0532 0.2349
H -1.4894 -4.0046 0.6103
H -2.3300 -2.9987 -3.1459
H -1.7296 -1.3414 -3.2784
H -3.1444 -1.6871 -2.2612
H -0.5841 -5.2515 -1.8329
H 1.3686 -6.3584 -2.8154
H 3.3993 -5.0594 -3.3584
H 3.4786 -2.6463 -2.9271
H 3.7617 -0.3082 -2.4218
H 3.5992 -0.8423 -0.7384
H 3.1430 0.8204 -1.2173
H 1.6848 -0.3576 -4.2465
H 1.2407 1.1099 -3.3384
H 0.0155 -0.1102 -3.7077
C -3.4589 3.5423 -2.4847
C -2.9978 2.1146 -2.6388
O -1.6585 1.9197 -2.0290
P -1.3461 1.6057 -0.5361
O -2.5894 2.0981 0.2671
C -3.1007 1.5619 1.5272
C -4.0497 0.4195 1.2552
O -0.1003 2.4984 -0.1047
C -0.0633 3.9516 -0.3498
C 1.1230 4.5242 0.3794
H -4.3627 3.6873 -3.0770
H -2.7027 4.2237 -2.8740
H -3.6819 3.7901 -1.4499
H -2.8387 1.8627 -3.6834
H -3.6834 1.3930 -2.1952
H -3.6047 2.4019 1.9968
H -2.2587 1.2665 2.1556
H -4.8832 0.7508 0.6375
H -4.4537 0.0394 2.1937
H -3.5339 -0.3988 0.7438
H -0.9965 4.3822 0.0144
H 0.0051 4.0979 -1.4266
H 1.0050 4.4126 1.4586
H 1.2010 5.5892 0.1634
H 2.0492 4.0494 0.0531
C 3.6291 -0.6231 3.0569
N 3.2190 0.7507 2.9176
C 3.9695 1.7658 3.6059
C 2.0241 1.0765 2.1552
C 0.8152 0.2937 2.6352
C 0.4429 0.4109 3.9641
C -0.6486 -0.2931 4.4722
C -1.3674 -1.1396 3.6504
C -0.9962 -1.2692 2.3112
C 0.0734 -0.5389 1.7721
H 4.6961 -0.7053 2.8374
H 3.0391 -1.2646 2.4089
H 3.4912 -0.9430 4.0962
H 5.0387 1.6176 3.4366
H 3.8079 1.6619 4.6879
H 3.6600 2.7589 3.2954
H 2.2276 0.8228 1.1055
H 1.8636 2.1517 2.2134
H 0.9997 1.0642 4.6276
H -0.9165 -0.1876 5.5152
H -2.1902 -1.7198 4.0465
H -1.5439 -1.9706 1.6925
*
```

## Properties
Energy relative to the best compared isomer or geometry (same formula, charge and spin) = 0.00 kcal per mole
<S²> = 0.755
Electronic energy = -64227.1769 eV
HOMO energy (alpha / beta) = -16.89 / -16.88 eV
Strongest force on any atom = 0.9 eV/A


[3]
The following is a DFT calculation (ωB97M-V/def2-TZVPD) of a structure of composition C25H44B4Cl4F8MgO12RbS2.

Structure (ORCA input):
```
! wB97M-V def2-TZVPD RIJCOSX def2/J DEFGRID3
* xyz -1 1
B 2.7786 2.5003 2.5524
O 3.1597 1.3394 1.8578
B 2.9450 1.5782 0.4717
O 3.1006 2.8577 -0.1390
B 2.7803 3.8880 0.7666
C 1.9196 5.2213 0.4415
C 0.6774 4.9008 -0.5130
C -0.5156 4.0988 0.1663
C -0.7148 2.7228 -0.2820
C -1.7577 1.8518 0.2534
C -2.6790 2.3772 1.2719
C -2.5639 3.7579 1.7459
C -1.4584 4.6163 1.1884
O 3.3015 3.7536 2.1090
H 2.0405 2.4906 3.4639
H 2.5905 0.6927 -0.2364
H 1.5339 5.7570 1.3424
H 2.5945 5.9167 -0.1364
H 0.2423 5.8654 -0.8831
H 1.0268 4.3275 -1.4103
H -0.0356 2.3285 -1.0709
H -1.9226 0.7683 -0.0978
H -3.4790 1.7206 1.6905
H -3.3084 4.1125 2.4936
H -1.3791 5.6691 1.5482
Rb 0.3152 3.2168 3.8206
F -2.2932 -0.7042 0.2018
C 4.1366 -1.9991 0.4161
C 3.1026 -3.1170 0.5111
C 3.5132 -4.3784 -0.2449
C 3.6824 -4.1929 -1.7533
C 2.4394 -3.6617 -2.4883
C 1.2353 -4.5987 -2.4001
H 4.2859 -1.6702 -0.6143
H 3.8059 -1.1355 0.9950
H 5.0984 -2.3261 0.8175
H 2.1337 -2.7540 0.1548
H 2.9626 -3.3749 1.5641
H 2.7738 -5.1645 -0.0488
H 4.4574 -4.7491 0.1646
H 3.9745 -5.1615 -2.1904
H 4.5168 -3.5189 -1.9501
H 2.6950 -3.5199 -3.5438
H 2.1622 -2.6778 -2.1070
H 1.4680 -5.5812 -2.8221
H 0.3936 -4.1921 -2.9599
H 0.9069 -4.7395 -1.3692
C -5.5740 -2.1654 0.7008
Cl -7.2889 -2.4559 1.0671
Cl -5.1167 -0.5512 1.2566
Cl -4.5823 -3.3776 1.5271
Cl -5.3170 -2.2831 -1.0460
Mg 2.8611 -6.4931 -2.8856
C 1.7036 -11.6074 -0.7960
C 1.2987 -10.1218 -0.9390
O 0.6762 -9.9859 -2.1160
H 2.3816 -11.9184 -1.5928
H 2.2223 -11.7592 0.1578
H 0.8323 -12.2663 -0.8050
H 2.2317 -9.5504 -0.7794
H 0.7343 -9.8862 -0.0137
C -8.1533 7.5752 0.0434
O -8.0071 6.1780 -0.1978
C -6.8667 5.6551 0.2717
O -6.0005 6.2588 0.8556
O -6.8585 4.3535 -0.0191
C -5.6899 3.6595 0.4253
H -9.1081 7.8832 -0.3791
H -8.1641 7.7822 1.1143
H -7.3581 8.1365 -0.4487
H -5.6033 3.7110 1.5114
H -4.7972 4.0631 -0.0518
H -5.7938 2.6150 0.1362
C -3.5192 9.3416 3.9751
C -3.1848 9.7274 5.4197
C -2.3991 8.5652 6.0349
S -1.5554 7.7570 4.6759
O -2.0946 6.4255 4.5239
O -0.1358 7.9981 4.7818
C -2.2270 8.7909 3.3840
H -3.8891 10.1931 3.4037
H -4.2926 8.5685 3.9687
H -2.5683 10.6305 5.4219
H -4.0836 9.9439 5.9980
H -1.6636 8.9128 6.7586
H -3.0622 7.8361 6.5006
H -2.3837 8.2017 2.4814
H -1.5097 9.5902 3.1917
C 2.9531 -9.5751 -6.6384
F 3.0799 -8.2373 -6.4374
F 1.8253 -9.9427 -5.9913
F 2.6947 -9.7324 -7.9546
S 4.4415 -10.5229 -6.0752
O 4.5298 -10.2139 -4.6570
O 5.5238 -9.9878 -6.8730
O 4.1117 -11.9055 -6.3661
B 7.2277 -6.1902 -3.8610
F 6.4329 -6.7773 -4.8723
F 7.5390 -4.8471 -4.2154
F 6.4854 -6.1846 -2.6370
F 8.4181 -6.9274 -3.6861
*
```

## Properties
Electronic energy = -153518.5082 eV
HOMO energy = -5.15 eV
Strongest force on any atom = 4.2 eV/A


Question: What is the formula in the first record?
Answer: C25H43F3HoO3P2S


Question: Which formula does entry 3 have?
Answer: C25H44B4Cl4F8MgO12RbS2


Question: What is the electronic energy in the second record?
Answer: -64227.1769 eV


Question: What is the formula in the first record?
Answer: C25H43F3HoO3P2S